[1]
Below is 12 unconnected molecules or ions with the total composition C42H107NO12 in a non-equilibrium geometry, with properties calculated with ωB97M-V/def2-TZVPD.

Positions of all 162 atoms, in Å:
C -4.52334 1.41351 -2.26381
C -5.15099 0.07509 -1.84003
C -5.65194 -0.86866 -3.02889
C -4.05764 -0.71220 -1.10868
C -3.79224 -0.12289 0.28722
C -5.12905 -0.24310 1.05771
C -6.20911 0.69133 0.49947
C -7.49244 0.35521 1.24210
C -6.02464 2.17307 0.73342
N -6.32013 0.28179 -0.91322
O -7.54549 0.45656 -1.59890
H -5.17191 2.19090 -2.66770
H -3.80328 1.89045 -1.59887
H -3.83882 1.20732 -3.08662
H -6.36764 -0.34466 -3.66237
H -4.83388 -1.08705 -3.71532
H -6.10285 -1.79413 -2.67071
H -4.31093 -1.77022 -1.04127
H -3.16524 -0.60464 -1.72524
H -3.08513 -0.61693 0.95357
H -3.47410 0.91540 0.19326
H -4.90750 0.06318 2.08007
H -5.55696 -1.24248 1.13666
H -7.78330 0.91967 2.12804
H -7.69053 -0.69996 1.43046
H -8.41643 0.48913 0.67959
H -5.15843 2.63484 0.25955
H -5.96891 2.24266 1.81977
H -6.91959 2.72429 0.44476
H -7.97971 -0.37200 -1.38315
C 4.50295 1.46408 3.94160
C 3.19124 0.78785 4.47462
C 3.15745 -0.74013 4.53084
O 2.89501 1.27436 5.70163
H 4.44883 2.52899 3.71543
H 4.79433 1.08710 2.96125
H 5.29173 1.41750 4.69243
H 2.33353 1.13890 3.90086
H 4.07444 -1.04991 5.03209
H 3.05052 -1.12454 3.51649
H 2.35005 -1.17774 5.11796
H 2.20497 1.92656 5.55994
C 2.84659 -5.04828 -3.27011
C 3.57493 -4.49694 -2.06116
C 3.12618 -3.14360 -1.77666
O 3.40604 -5.42088 -0.97053
H 3.07932 -6.10573 -3.39559
H 3.10018 -4.42185 -4.12532
H 1.77159 -4.99949 -3.09667
H 4.66101 -4.48314 -2.15254
H 3.46284 -2.45596 -2.55249
H 3.50408 -2.77184 -0.82425
H 2.04173 -3.13104 -1.66750
H 3.48857 -6.24464 -1.45656
C 7.09935 -1.05224 -0.37806
C 6.57849 0.11689 -1.29271
C 5.07954 0.40674 -1.20353
O 7.24312 1.33241 -0.82944
H 7.06705 -0.76414 0.67268
H 8.12413 -1.33186 -0.62246
H 6.50854 -1.94255 -0.59342
H 6.85221 0.10042 -2.34765
H 4.54971 -0.39952 -1.71081
H 4.79486 1.39593 -1.56209
H 4.71879 0.52694 -0.18201
H 6.62226 1.92149 -0.39456
C -2.12468 -3.72566 -3.16927
C -1.91782 -2.56970 -4.17017
C -0.47292 -2.21460 -4.48193
O -2.64638 -2.85542 -5.29620
H -3.11116 -4.16981 -3.30227
H -2.11296 -3.47153 -2.10937
H -1.27768 -4.39429 -3.32293
H -2.35675 -1.61328 -3.88606
H -0.33248 -1.55872 -5.34111
H 0.11634 -3.12452 -4.59561
H -0.02982 -1.56108 -3.73047
H -3.49309 -3.24308 -5.06296
C -0.02104 5.05063 -0.26678
C -1.17497 4.80443 0.55258
C -2.01959 3.62479 0.01734
O -0.71094 4.51208 1.78857
H 0.67007 4.21400 -0.36932
H 0.56632 5.79197 0.27500
H -0.25780 5.46725 -1.24580
H -1.87656 5.62964 0.67465
H -3.01156 3.78674 0.43908
H -1.71597 2.64655 0.39011
H -2.27942 3.68878 -1.03930
H -0.86109 3.57765 1.94947
C -2.64373 0.53043 3.80485
C -2.22054 1.87541 3.16832
C -2.45122 3.02148 4.16723
O -0.87372 1.80640 2.75706
H -2.84170 -0.17031 2.99375
H -3.46234 0.70978 4.50184
H -1.85648 0.26785 4.51152
H -2.76784 2.17972 2.27615
H -2.10737 3.98836 3.79978
H -2.07938 2.88221 5.18233
H -3.53648 3.02830 4.26861
H -0.42293 1.19254 3.34149
C -3.90951 -4.73373 2.32423
C -3.15298 -4.55891 0.98078
C -1.62043 -4.98601 1.21527
O -3.72341 -5.24878 -0.10314
H -4.98582 -4.85057 2.19773
H -3.76614 -3.83806 2.92865
H -3.75542 -5.67250 2.85628
H -3.15204 -3.49146 0.76018
H -1.11631 -4.24987 1.84141
H -1.13970 -4.80125 0.25461
H -1.41442 -5.95620 1.66736
H -4.21200 -4.62005 -0.63941
C 0.17117 -1.63521 0.37574
C 1.04668 -0.45582 0.00689
C 0.28125 0.66167 -0.70464
O 1.50983 -0.00193 1.22998
H 0.08795 -2.41166 -0.38472
H -0.77476 -1.14318 0.60208
H 0.55539 -2.23792 1.19867
H 1.97321 -0.74822 -0.48723
H 0.03466 0.28221 -1.69626
H 0.91147 1.55040 -0.73766
H -0.61854 0.93530 -0.15364
H 1.52854 0.95716 1.26722
C 5.30363 5.71321 0.51062
C 4.87752 4.24726 0.47521
C 3.36600 4.12740 0.22347
O 5.46809 3.77318 -0.68159
H 4.95005 6.32371 -0.32027
H 6.37910 5.82021 0.65210
H 4.72452 6.22876 1.27674
H 5.16197 3.79300 1.42434
H 2.75145 4.57623 1.00383
H 2.97618 3.10949 0.22219
H 2.97138 4.55312 -0.69911
H 5.26945 4.35012 -1.42274
C -0.30386 5.33689 -4.22865
C 1.01598 4.77037 -4.07011
C 0.99284 3.21977 -4.00429
O 1.76671 5.07591 -5.22323
H -0.15075 6.40815 -4.35927
H -0.93166 5.36267 -3.33798
H -0.93001 4.94153 -5.02848
H 1.50094 5.05986 -3.13785
H 0.25416 2.77104 -4.66844
H 0.80034 2.89490 -2.98179
H 1.99522 2.79163 -4.00980
H 1.15603 4.84350 -5.92654
C 2.34252 -3.98444 1.99678
C 3.67284 -4.44956 2.68082
C 3.53153 -4.67913 4.22475
O 3.99588 -5.61555 2.15146
H 2.21043 -4.43423 1.01273
H 2.38241 -2.90076 1.88660
H 1.45910 -4.19059 2.60108
H 4.41718 -3.69488 2.42683
H 3.04368 -5.61517 4.49667
H 3.04848 -3.85920 4.75623
H 4.55381 -4.74927 4.59640
H 3.76983 -5.63528 1.21866

## Properties
* SMILES string: CC1(C)CCCC(C)(C)N1O.CC(C)O.CC(C)O.CC(C)O.CC(C)O.CC(C)O.CC(C)O.CC(C)O.CC(C)O.CC(C)O.CC(C)O.CC(C)O
* LUMO level: 0.010 hartree
* orbital gap: 0.3129 Eh
* HOMO level: -8.236 eV

***

[2]
Below is a molecular structure, C41H37CeN11O4S4 in a non-equilibrium geometry, with properties calculated with ωB97M-V/def2-TZVPD.

Positions of all 98 atoms, in Å:
Ce -0.69648 0.02520 0.70950
C -1.43028 -1.01474 5.15444
C -0.58050 -2.08580 5.38768
C -0.07311 -2.79723 4.31265
C -0.37738 -2.38573 3.02944
N -1.18358 -1.33885 2.80217
C -1.71727 -0.69871 3.84547
C 0.18116 -3.03627 1.81793
C 1.08488 -4.07818 1.88400
C 1.62492 -4.56598 0.70816
C 1.24270 -4.00858 -0.49801
C 0.30194 -2.99127 -0.49206
N -0.22068 -2.52335 0.64551
C -0.18729 -2.35324 -1.74585
C 0.26268 -2.74798 -2.99462
C -0.26368 -2.13260 -4.12129
C -1.23959 -1.16370 -3.96472
C -1.62618 -0.82583 -2.68161
N -1.09793 -1.38491 -1.59074
H -1.86474 -0.44603 5.96431
H -0.31647 -2.36703 6.39974
H 0.56583 -3.64965 4.48809
H -2.41646 0.09025 3.60459
H 1.38533 -4.49949 2.83197
H 2.34550 -5.37259 0.73183
H 1.67124 -4.36960 -1.42002
H 0.99316 -3.53497 -3.10604
H 0.07250 -2.42896 -5.10764
H -1.70147 -0.67402 -4.81263
H -2.40305 -0.08955 -2.52376
N 6.90328 3.09385 1.50821
C 5.70743 2.45223 1.64757
C 4.93197 2.64365 2.80743
C 3.73898 1.98565 2.96798
C 3.31159 1.10285 1.96955
C 4.05812 0.89610 0.80945
C 5.25371 1.56079 0.65858
S 1.74112 0.42208 2.09608
O 1.54128 -0.54876 0.98453
O 1.49367 -0.11825 3.39878
N 0.64353 1.53054 1.70280
C -0.10901 2.21687 2.65751
N 0.45387 2.85844 3.65982
C -0.36618 3.60953 4.39954
C -1.72673 3.70550 4.14485
C -2.22054 2.90820 3.13596
N -1.41817 2.13430 2.40353
H 7.10653 3.87134 2.11171
H 7.32976 3.12958 0.59922
H 5.28445 3.32078 3.57741
H 3.12810 2.15255 3.84665
H 3.68594 0.22986 0.03820
H 5.85452 1.40343 -0.23049
H 0.09301 4.15064 5.21851
H -2.37002 4.35328 4.72092
H -3.27903 2.86257 2.90884
O -1.58702 2.97371 -2.81928
C -2.94219 2.99224 -2.71214
C -3.61885 3.74412 -3.67164
C -4.99580 3.79320 -3.68165
C -5.73585 3.08556 -2.73340
C -5.07470 2.34483 -1.78185
C -3.67025 2.28477 -1.74335
C -2.99754 1.44133 -0.72744
O -1.68141 1.54033 -0.56653
N -3.73233 0.57168 -0.12505
N -3.10008 -0.42025 0.66034
C -4.02348 -1.22836 1.12318
S -5.70448 -0.88816 0.82819
C -6.31011 -2.49184 1.42464
C -5.38404 -2.98414 2.50906
S -3.68621 -2.73103 1.92562
H -1.19524 2.50084 -2.07127
H -3.02937 4.28645 -4.40044
H -5.50251 4.39139 -4.43017
H -6.81694 3.11882 -2.74519
H -5.62634 1.78995 -1.03679
H -6.33242 -3.17633 0.57878
H -7.32240 -2.34475 1.79830
H -5.50494 -4.04931 2.70159
H -5.50864 -2.42920 3.43647
C 3.17199 0.65733 -6.10094
C 3.15720 0.15335 -4.69552
C 4.02866 -0.75823 -4.17834
C 3.86723 -1.14136 -2.83536
N 2.90754 -0.64928 -2.05707
C 2.07125 0.27632 -2.55224
S 0.87406 1.08910 -1.67865
N 2.19510 0.62773 -3.87107
C 4.79238 -2.14424 -2.22024
H 4.08089 0.35050 -6.60916
H 3.10351 1.74622 -6.12213
H 2.31556 0.25956 -6.65033
H 4.82439 -1.16572 -4.78570
H 1.54890 1.33928 -4.19297
H 5.76593 -2.13881 -2.70678
H 4.36792 -3.14677 -2.33058
H 4.90376 -1.94899 -1.15447

## Properties
* total charge: +2
* LUMO level (alpha / beta): -0.229 / -0.229 hartree
* orbital gap (alpha / beta): 0.2118 / 0.2118 Eh
* HOMO level (alpha / beta): -11.993 / -11.993 eV

***

Values for total energy, hartree, ordered as above
-2621.78812 -4555.46856
Values for energy above the lowest of the compared OMol25 structures with the same formula, charge and spin, kJ/mol, ordered as above
685.61 61.18